# 1
This record from the Open Molecules 2025 dataset describes a cluster of 10 separate species, C15H14Cl36F2OP2 in total at a distorted geometry. The level of theory is the ωB97M-V functional and the def2-TZVPD basis.

The calculation puts the frontier orbital gap at 8.02 eV. The SMILES is CCP(C)[PH](C)(F)CC(=O)F.ClC(Cl)(Cl)Cl.ClC(Cl)(Cl)Cl.ClC(Cl)(Cl)Cl.ClC(Cl)(Cl)Cl.ClC(Cl)(Cl)Cl.ClC(Cl)(Cl)Cl.ClC(Cl)(Cl)Cl.ClC(Cl)(Cl)Cl.ClC(Cl)(Cl)Cl. For the largest force on an atom, the calculation gives 2.8 eV/A.

Each line ends with the Löwdin charge.
Cartesian coordinates (Å):
1 C -1.824 -3.460 0.633  -0.175
2 C -2.663 -2.187 0.599  -0.493
3 P -4.130 -2.319 -0.549  0.798
4 C -5.013 -0.712 -0.301  -0.337
5 P -5.444 -4.018 0.136  0.650
6 C -6.088 -4.275 -1.572  -0.254
7 F -6.397 -5.358 0.617  -0.370
8 C -6.435 -3.020 1.369  -0.257
9 C -7.699 -2.529 0.756  -0.540
10 O -8.073 -1.377 0.653  0.082
11 F -8.472 -3.533 0.279  0.085
12 H -1.033 -3.327 1.364  0.069
13 H -1.367 -3.611 -0.338  0.069
14 H -2.378 -4.343 0.928  0.033
15 H -2.032 -1.415 0.161  -0.028
16 H -2.951 -1.825 1.586  0.071
17 H -5.926 -0.658 -0.878  0.033
18 H -4.331 0.052 -0.660  -0.063
19 H -5.188 -0.479 0.746  0.033
20 H -4.337 -4.772 0.549  -0.001
21 H -5.399 -3.843 -2.284  0.005
22 H -6.172 -5.331 -1.764  -0.003
23 H -7.064 -3.812 -1.650  0.048
24 H -6.743 -3.719 2.140  0.036
25 H -5.883 -2.232 1.858  0.065
26 C -3.646 -8.429 -2.054  -2.047
27 Cl -4.011 -6.782 -1.524  0.558
28 Cl -2.061 -8.910 -1.439  0.524
29 Cl -4.879 -9.528 -1.434  0.534
30 Cl -3.636 -8.487 -3.819  0.528
31 C -2.117 2.227 -1.707  -2.023
32 Cl -3.570 2.998 -1.061  0.539
33 Cl -1.982 0.591 -1.045  0.586
34 Cl -2.227 2.141 -3.466  0.538
35 Cl -0.694 3.167 -1.250  0.501
36 C 3.521 4.640 -1.715  -2.037
37 Cl 2.096 4.800 -0.683  0.507
38 Cl 4.977 4.785 -0.723  0.485
39 Cl 3.500 3.063 -2.507  0.535
40 Cl 3.513 5.916 -2.933  0.538
41 C 6.125 8.528 1.768  -2.031
42 Cl 7.105 9.581 0.745  0.527
43 Cl 7.026 8.115 3.253  0.491
44 Cl 4.650 9.382 2.227  0.530
45 Cl 5.681 7.063 0.881  0.463
46 C 10.334 5.839 0.597  -2.026
47 Cl 9.585 5.185 -0.872  0.507
48 Cl 9.102 6.696 1.526  0.488
49 Cl 11.004 4.528 1.573  0.506
50 Cl 11.625 6.957 0.147  0.535
51 C -9.728 1.751 2.258  -2.054
52 Cl -10.528 1.320 0.746  0.535
53 Cl -8.195 2.558 1.904  0.518
54 Cl -10.765 2.840 3.187  0.521
55 Cl -9.414 0.290 3.196  0.505
56 C 12.724 1.229 -0.317  -2.042
57 Cl 12.357 0.381 1.190  0.527
58 Cl 14.228 2.140 -0.128  0.520
59 Cl 12.908 0.060 -1.626  0.506
60 Cl 11.412 2.347 -0.693  0.484
61 C -7.376 -2.385 5.436  -2.029
62 Cl -8.189 -2.809 3.924  0.592
63 Cl -5.864 -1.546 5.062  0.533
64 Cl -8.417 -1.329 6.390  0.535
65 Cl -7.026 -3.855 6.346  0.542
66 C 14.778 1.010 -5.147  -2.061
67 Cl 13.212 1.785 -4.890  0.512
68 Cl 15.643 0.898 -3.611  0.502
69 Cl 14.532 -0.612 -5.801  0.521
70 Cl 15.726 1.969 -6.288  0.524



# 2
This record from the Open Molecules 2025 dataset describes a structure of composition C15H14Cl5N3O4Pd. The level of theory is the ωB97M-V functional and the def2-TZVPD basis.

The calculation puts the frontier orbital gap at 6.05 eV. As for the total charge: +2. The relative energy (zero: lowest compared OMol25 entry of this formula, charge and spin) is 0.3846 eV. For the largest force on an atom, the calculation gives 0.5 eV/A.

Each line ends with the Löwdin charge.
Cartesian coordinates (Å):
1 Pd -0.671 -0.568 -1.132  0.824
2 Cl -1.147 -3.366 -1.024  0.727
3 C -0.797 -2.839 -2.654  -0.663
4 C -0.483 -1.507 -2.782  -0.303
5 C -0.093 -0.966 -3.985  -0.676
6 Cl 0.431 0.677 -4.019  0.731
7 C -0.101 -1.780 -5.121  -0.692
8 Cl 0.348 -1.121 -6.628  0.755
9 C -0.468 -3.125 -5.002  -0.682
10 Cl -0.487 -4.120 -6.390  0.756
11 C -0.808 -3.673 -3.759  -0.698
12 Cl -1.220 -5.319 -3.583  0.758
13 C -1.272 5.084 1.706  0.051
14 C -0.721 3.748 1.452  -0.302
15 C 0.691 3.499 1.150  0.052
16 O -1.466 2.706 1.512  0.205
17 C -1.596 2.713 -1.603  -0.382
18 O -1.424 3.836 -1.382  0.237
19 O -1.749 1.576 -1.767  0.137
20 H -1.064 5.345 2.752  0.145
21 H -2.350 5.127 1.551  0.121
22 H -0.762 5.827 1.095  0.127
23 H 1.245 3.525 2.097  0.142
24 H 1.097 4.302 0.536  0.126
25 H 0.835 2.520 0.695  0.106
26 H -2.390 2.922 1.741  0.181
27 C 3.372 -1.781 1.218  0.029
28 N 2.021 -1.570 1.755  -0.028
29 C 1.696 -1.915 3.028  -0.004
30 C 0.436 -1.798 3.497  0.022
31 C -0.552 -1.322 2.589  -0.368
32 N -0.228 -0.948 1.355  0.125
33 C 1.047 -1.089 0.918  -0.522
34 O 1.339 -0.785 -0.259  -0.051
35 N -1.838 -1.230 2.958  0.184
36 H 4.057 -1.918 2.050  0.102
37 H 3.668 -0.916 0.633  0.101
38 H 3.385 -2.661 0.579  0.113
39 H 2.506 -2.295 3.636  0.149
40 H 0.189 -2.087 4.507  0.125
41 H -2.142 -1.621 3.834  0.125
42 H -2.535 -1.089 2.245  0.115



# 3
This record from the Open Molecules 2025 dataset describes the molecule C15H14ClN3O2. The level of theory is the ωB97M-V functional and the def2-TZVPD basis.

The calculation puts the frontier orbital gap at 9.23 eV. The SMILES is O=C(Cc1ccccc1Cl)NNC(=O)Nc1ccccc1. The relative energy (zero: lowest compared OMol25 entry of this formula, charge and spin) is 0.5638 eV. For the largest force on an atom, the calculation gives 0.8 eV/A.

Each line ends with the Löwdin charge.
Cartesian coordinates (Å):
1 O -1.524 -2.104 -0.747  0.073
2 C -1.505 -1.578 0.346  -0.475
3 N -0.349 -1.440 1.042  0.080
4 H -0.224 -0.789 1.810  0.135
5 N 0.870 -1.701 0.396  0.091
6 C 1.838 -0.717 0.551  -0.507
7 O 1.705 0.149 1.392  0.064
8 N 2.917 -0.915 -0.257  0.136
9 C 4.126 -0.209 -0.285  -0.224
10 C 5.093 -0.621 -1.199  -0.037
11 C 6.305 0.039 -1.276  -0.091
12 C 6.566 1.115 -0.444  -0.101
13 C 5.604 1.525 0.463  -0.080
14 C 4.388 0.873 0.549  -0.016
15 H 3.642 1.193 1.256  0.097
16 H 5.800 2.362 1.116  0.104
17 H 7.513 1.630 -0.505  0.099
18 H 7.047 -0.290 -1.988  0.103
19 H 4.893 -1.462 -1.849  0.108
20 H 2.871 -1.699 -0.893  0.147
21 H 0.692 -2.138 -0.504  0.139
22 C -2.726 -1.052 1.081  -0.072
23 C -3.036 0.315 0.528  -0.236
24 C -2.196 1.387 0.812  -0.032
25 C -2.435 2.646 0.292  -0.074
26 C -3.529 2.858 -0.528  -0.081
27 C -4.379 1.808 -0.824  -0.106
28 C -4.129 0.548 -0.303  -0.595
29 Cl -5.223 -0.730 -0.708  0.718
30 H -5.236 1.958 -1.462  0.103
31 H -3.723 3.837 -0.939  0.105
32 H -1.765 3.459 0.527  0.105
33 H -1.338 1.235 1.451  0.109
34 H -2.524 -0.995 2.150  0.126
35 H -3.560 -1.727 0.898  0.087



# 4
This record from the Open Molecules 2025 dataset describes the molecule C15H14FN3 at a distorted geometry. The level of theory is the ωB97M-V functional and the def2-TZVPD basis.

The calculation puts the frontier orbital gap at 8.93 eV. The SMILES is CC1(C)C[C@H](c2ccc(C#N)cc2F)c2cn[nH]c21. The relative energy (zero: lowest compared OMol25 entry of this formula, charge and spin) is 0.0000 eV. For the largest force on an atom, the calculation gives 4.6 eV/A.

Each line ends with the Löwdin charge.
Cartesian coordinates (Å):
1 N -1.406 2.228 6.146  0.143
2 F -0.785 2.064 0.353  0.131
3 C -0.858 1.855 5.164  -0.182
4 N 1.968 1.669 -2.865  0.057
5 C 1.987 1.491 -1.583  -0.110
6 C 0.960 0.527 -1.100  -0.129
7 C 0.320 0.108 -2.215  -0.181
8 C 0.587 0.295 3.852  -0.053
9 C -0.832 2.013 2.721  0.070
10 C 0.835 -0.242 2.683  -0.051
11 C -0.404 1.506 1.455  -0.230
12 C -0.361 1.385 3.901  -0.214
13 C 0.395 0.317 1.428  -0.074
14 N 0.819 0.867 -3.253  0.049
15 C -1.985 -0.943 -2.086  -0.041
16 C 0.020 -2.310 -2.713  -0.043
17 C 0.789 -0.329 0.123  -0.220
18 C -0.272 -1.340 -0.294  -0.055
19 C -0.488 -1.115 -1.890  -0.446
20 H 2.791 2.082 -1.053  0.125
21 H 1.147 -0.009 4.788  0.146
22 H -1.405 2.946 2.722  0.133
23 H 1.531 -1.056 2.583  0.116
24 H 0.531 0.775 -4.211  0.135
25 H -2.401 -0.137 -1.481  0.095
26 H -2.037 -0.616 -3.093  0.073
27 H -2.608 -1.771 -2.026  0.063
28 H 0.229 -1.964 -3.752  0.082
29 H -0.652 -3.246 -2.633  0.111
30 H 1.073 -2.590 -2.305  0.113
31 H 1.722 -0.925 0.341  0.158
32 H -0.048 -2.370 0.027  0.127
33 H -1.162 -1.167 0.269  0.103



Number 1: E_HOMO -7.998 eV. Number 2: E_HOMO -13.681 eV. Number 3: E_HOMO -8.567 eV. Number 4: E_HOMO -8.902 eV.